C37H43O3SiTi as an isolated structure at a distorted geometry. Source: the Open Molecules 2025 dataset; level of theory: the ωB97M-V functional and the def2-TZVPD basis.

Each line ends with the Mulliken charge.
Geometry (Å):
O -0.83 -3.45 -1.60  -0.5526
C 0.48 -3.97 -2.00  -0.4582
C 0.65 -2.91 -3.10  -0.7702
H 0.34 -4.98 -2.40  0.2785
H 1.24 -3.93 -1.20  0.1483
C -0.85 -2.51 -2.71  2.0814
H 0.81 -3.34 -4.10  0.4588
H 1.46 -2.20 -2.85  0.1281
C -1.80 -2.81 -3.88  -1.5481
H -2.56 -3.56 -3.65  0.3331
H -1.24 -3.11 -4.78  0.3575
H -2.32 -1.88 -4.18  0.3774
C -1.20 -1.16 -2.14  0.9219
H -0.52 -0.43 -2.54  -1.0151
H -1.22 -1.14 -1.05  -0.8545
H -2.20 -0.85 -2.48  0.3890
Ti 0.00 1.60 -1.01  0.2565
C 0.91 3.17 0.25  -0.1277
C 1.95 2.20 0.07  -0.1972
C 2.31 2.19 -1.31  -1.3700
H 2.46 1.65 0.86  0.9054
C 1.61 3.25 -1.95  -0.4887
C 0.67 3.78 -1.02  -0.6580
H -0.04 4.59 -1.22  0.5380
H 0.47 3.47 1.19  0.7286
H 3.06 1.54 -1.76  0.6444
H 1.84 3.65 -2.94  0.7487
C -2.30 2.67 1.28  -0.8994
C -2.00 3.43 0.13  -1.2362
C -2.18 2.60 -1.03  -0.2948
H -1.80 4.50 0.11  0.5217
C -2.64 1.30 -0.56  -1.2085
C -2.70 1.37 0.86  -0.3479
H -3.03 0.56 1.53  0.8925
H -2.32 3.03 2.31  0.8562
H -2.33 2.98 -2.03  1.1074
H -3.04 0.50 -1.18  0.6278
O -0.17 1.55 -2.93  0.0984
C -0.66 2.66 -3.90  -0.5618
C -0.42 2.15 -5.32  -0.7612
H -0.05 3.56 -3.70  0.4012
H -1.72 2.89 -3.70  0.3079
C 0.55 0.97 -5.23  -0.8956
H 0.00 2.95 -5.94  0.3067
H -1.37 1.88 -5.80  0.3082
C 0.90 0.78 -3.76  -0.1221
H 1.48 1.16 -5.78  0.4237
H 0.08 0.07 -5.67  0.2821
H 1.88 1.20 -3.48  0.7125
H 0.89 -0.30 -3.54  -0.2994
O 0.08 0.35 0.42  0.2892
Si 0.32 -0.24 1.94  -0.4630
C 0.97 0.96 3.26  0.9555
C 2.19 0.66 3.90  -0.4447
C 2.63 1.40 5.00  -0.7318
C 1.87 2.48 5.47  -0.7061
C 0.67 2.80 4.84  -0.7771
C 0.22 2.04 3.75  -0.2919
C -1.22 -1.01 2.66  0.9885
C -1.80 -2.05 1.92  -0.4737
C -2.85 -2.78 2.47  -0.7581
C -3.31 -2.50 3.76  -0.6789
C -2.71 -1.49 4.51  -0.7247
C -1.66 -0.74 3.96  -0.3081
C 1.48 -1.71 1.96  0.5429
C 2.49 -1.83 1.01  -0.3436
C 3.35 -2.93 1.05  -0.7370
C 3.18 -3.93 2.01  -0.6290
C 2.18 -3.81 2.97  -0.8608
C 1.37 -2.67 2.98  -0.1920
H 2.78 -0.20 3.55  0.3283
H 3.57 1.13 5.49  0.4341
H 2.23 3.07 6.31  0.3851
H 0.05 3.62 5.21  0.4337
H -0.76 2.26 3.30  0.4900
H -1.39 -2.32 0.94  0.4446
H -3.30 -3.58 1.88  0.4512
H -4.14 -3.07 4.18  0.3591
H -3.05 -1.28 5.53  0.4090
H -1.19 0.04 4.56  0.3855
H 2.59 -1.07 0.24  0.1198
H 4.16 -2.99 0.33  0.4062
H 3.84 -4.80 2.01  0.3796
H 2.02 -4.59 3.72  0.4204
H 0.64 -2.54 3.79  0.4229

Calculated values
- HOMO-LUMO gap (alpha / beta): 0.2430 / 0.2429 Eh
- HOMO energy (alpha / beta): -0.392 / -0.392 Eh
- Total charge: +1
- Lowest unoccupied orbital energy (alpha / beta): -4.058 / -4.059 eV

=====

C37H44GeMnN8O2PS2Sb as an isolated structure. Source: the Open Molecules 2025 dataset; level of theory: the ωB97M-V functional and the def2-TZVPD basis.

Each line ends with the Löwdin spin population.
Geometry (Å):
Mn -0.66 0.77 -0.38  1.4711
C 5.51 1.70 -1.26  0.0000
C 4.59 2.56 -0.44  -0.0005
O 3.30 1.84 -0.32  -0.0046
P 2.20 2.05 0.75  -0.0134
S 1.77 0.16 1.53  -0.1055
S 0.51 2.83 0.11  -0.0033
O 2.90 2.87 1.88  -0.0032
C 2.25 3.39 3.09  -0.0003
C 2.52 2.48 4.26  -0.0019
H 6.48 2.19 -1.34  0.0000
H 5.12 1.54 -2.26  0.0000
H 5.66 0.73 -0.78  0.0000
H 4.37 3.51 -0.92  -0.0001
H 4.97 2.74 0.56  0.0000
H 1.19 3.52 2.88  0.0002
H 2.70 4.37 3.23  0.0000
H 2.01 1.52 4.15  -0.0018
H 2.16 2.95 5.17  -0.0001
H 3.58 2.29 4.37  0.0000
N -3.03 -3.79 -1.48  0.0012
N -2.74 -2.45 -1.59  0.0029
N -3.40 -1.64 -2.39  0.0000
C -2.85 -0.47 -2.07  0.0040
N -1.91 -0.61 -1.12  -0.0080
N -1.88 -1.90 -0.82  0.0019
H -3.51 -4.07 -2.33  0.0001
H -2.16 -4.30 -1.31  0.0001
H -3.12 0.46 -2.54  0.0002
C -2.44 3.17 2.54  -0.0018
Sb -2.61 1.90 0.86  -0.0165
C -2.88 3.41 -0.65  -0.0089
C -4.62 1.28 0.98  -0.0027
H -3.40 3.64 2.70  -0.0004
H -1.68 3.92 2.33  0.0001
H -2.16 2.60 3.42  0.0000
H -3.62 4.12 -0.28  -0.0013
H -3.26 2.99 -1.58  0.0000
H -1.95 3.95 -0.85  0.0000
H -5.24 2.18 0.91  -0.0006
H -4.80 0.77 1.92  0.0000
H -4.87 0.60 0.16  0.0001
N 1.25 4.89 -9.82  0.0000
C 1.19 4.26 -8.86  0.0000
C 1.11 3.47 -7.65  0.0000
C 1.42 4.05 -6.43  0.0000
C 1.35 3.30 -5.27  0.0001
C 0.96 1.97 -5.35  0.0000
C 0.64 1.38 -6.56  0.0001
C 0.73 2.13 -7.72  0.0000
N 0.87 1.19 -4.15  0.0014
C 1.36 -0.09 -3.97  0.0007
C 1.07 -0.43 -2.70  0.0008
N 0.41 0.61 -2.09  -0.0052
C 0.31 1.57 -2.99  0.0026
H 1.73 5.09 -6.39  0.0000
H 1.63 3.73 -4.32  0.0000
H 0.33 0.35 -6.60  0.0000
H 0.49 1.69 -8.68  0.0000
H 1.89 -0.61 -4.75  0.0001
H 1.31 -1.34 -2.17  -0.0010
H -0.14 2.54 -2.85  0.0003
C 0.28 -0.28 0.81  -0.2821
Ge -0.26 -1.99 1.80  -0.0114
C -1.87 -1.51 2.75  -0.0053
C -3.08 -2.18 2.60  -0.0010
C -4.17 -1.89 3.41  -0.0004
C -4.07 -0.91 4.39  -0.0007
C -2.88 -0.20 4.53  0.0000
C -1.79 -0.50 3.72  -0.0017
C -0.38 -3.60 0.74  -0.0006
C -1.02 -4.69 1.32  0.0002
C -1.12 -5.90 0.62  0.0000
C -0.58 -6.02 -0.65  0.0000
C 0.08 -4.93 -1.23  0.0000
C 0.17 -3.74 -0.53  -0.0010
C 1.14 -2.37 3.08  -0.0012
C 0.87 -2.39 4.45  -0.0002
C 1.85 -2.79 5.36  -0.0001
C 3.10 -3.17 4.90  0.0001
C 3.38 -3.17 3.54  -0.0001
C 2.40 -2.78 2.64  0.0001
H -3.17 -2.98 1.87  0.0000
H -5.10 -2.44 3.30  0.0000
H -4.91 -0.70 5.04  0.0000
H -2.79 0.56 5.30  0.0000
H -0.86 0.03 3.87  0.0001
H -1.43 -4.63 2.32  0.0000
H -1.62 -6.74 1.08  0.0000
H -0.65 -6.95 -1.18  0.0000
H 0.52 -5.03 -2.21  0.0000
H 0.69 -2.90 -1.00  -0.0010
H -0.10 -2.11 4.83  0.0000
H 1.64 -2.80 6.42  0.0000
H 3.86 -3.48 5.60  0.0000
H 4.35 -3.49 3.18  0.0000
H 2.62 -2.81 1.57  -0.0001

Calculated values
- Relative energy (zero: lowest compared OMol25 entry of this formula, charge and spin): 12.1 kcal/mol
- Multiplicity: 2
- HOMO-LUMO gap (alpha / beta): 0.2760 / 0.2911 Eh
- HOMO energy (alpha / beta): -0.491 / -0.491 Eh
- Total charge: +2
- Lowest unoccupied orbital energy (alpha / beta): -5.856 / -5.435 eV
- <S²>: 1.017

=====

C37H44N6OPY as an isolated structure at a distorted geometry. Source: the Open Molecules 2025 dataset; level of theory: the ωB97M-V functional and the def2-TZVPD basis.

Each line ends with the Mulliken charge.
Geometry (Å):
Y 1.16 -0.88 0.89  1.1422
C 3.90 -1.37 -4.04  -0.3772
C 2.62 -1.89 -3.78  -0.7019
C 2.35 -2.29 -2.50  -0.2144
C 3.28 -2.05 -1.48  0.3169
C 4.67 -1.78 -1.82  -0.3640
C 4.95 -1.36 -3.11  -0.6350
N 2.89 -1.83 -0.18  0.0591
N 4.05 -1.75 0.66  -0.2527
C 3.75 -1.91 1.94  -0.0051
C 4.87 -2.10 2.83  -0.3650
C 4.71 -2.24 4.24  -0.4176
C 3.33 -2.29 4.72  -0.6437
C 2.33 -2.14 3.86  -0.2368
N 2.47 -1.83 2.51  -0.0412
H 4.13 -0.93 -5.00  0.4003
H 1.97 -2.09 -4.61  0.5345
H 1.33 -2.59 -2.20  0.4921
H 5.43 -1.73 -1.05  0.4725
H 5.86 -0.99 -3.47  0.5025
H 5.88 -2.16 2.41  0.4425
H 5.57 -2.18 4.92  0.4292
H 3.03 -2.41 5.72  0.4457
H 1.33 -2.16 4.16  0.4815
C 4.66 5.48 1.01  -0.5238
C 4.90 4.70 2.15  -0.5971
C 4.13 3.55 2.32  -0.4654
C 3.30 3.04 1.33  1.0038
C 3.04 3.80 0.17  -0.3187
C 3.82 4.99 0.05  -0.5512
C 2.69 1.77 1.59  -0.5512
C 1.68 1.25 0.86  0.1456
C 0.63 1.55 -0.10  0.9323
C 0.43 0.84 -1.30  -1.9528
C -2.11 0.44 -1.06  -1.2036
C -2.39 1.95 -0.88  0.7372
C -1.53 2.77 0.03  -2.1994
C -0.29 2.57 0.44  -0.0263
H 5.17 6.39 0.80  0.4179
H 5.69 5.03 2.89  0.3352
H 4.10 2.93 3.24  0.3607
H 2.39 3.47 -0.61  0.4674
H 3.72 5.63 -0.85  0.3288
H 3.12 1.22 2.39  0.3926
H 1.27 0.55 -1.88  0.8245
H -2.80 0.08 -1.78  0.6988
H -3.43 2.06 -0.50  0.7608
H -2.14 3.50 0.53  0.4022
H 0.17 3.23 1.14  0.6492
O -1.01 -0.98 1.14  -1.3772
P -2.30 -0.78 0.30  -0.0300
N -2.75 -2.23 -0.39  0.4976
C -3.61 -2.52 -1.56  0.0299
C -4.05 -3.99 -1.45  -0.7818
C -3.41 -4.54 -0.19  -0.7024
C -2.57 -3.44 0.43  -0.3140
N -3.37 -0.35 1.50  0.2634
C -4.80 -0.64 1.62  -0.3082
C -5.41 0.42 2.61  -0.7039
C -4.17 1.13 3.19  -0.7528
C -2.90 0.56 2.64  0.1102
N -0.75 0.37 -1.80  1.1293
C -2.37 2.56 -2.32  -0.9538
C -2.66 1.79 -3.57  -0.7342
C -1.49 0.99 -4.09  -0.6882
C -0.95 -0.13 -3.18  -0.0226
H -2.93 -2.44 -2.45  -0.1514
H -4.52 -1.80 -1.61  0.2620
H -3.90 -4.50 -2.41  0.4315
H -5.12 -3.88 -1.30  0.2872
H -2.66 -5.35 -0.33  0.3142
H -4.08 -4.95 0.59  0.3501
H -1.44 -3.56 0.48  -0.0065
H -2.94 -3.18 1.44  0.2826
H -4.87 -1.64 2.11  0.2633
H -5.30 -0.63 0.61  0.1916
H -5.76 -0.23 3.43  0.2563
H -6.26 0.97 2.26  0.4079
H -4.09 0.99 4.29  0.3822
H -4.23 2.22 3.17  0.3507
H -2.36 -0.04 3.42  0.2290
H -2.19 1.28 2.24  -0.1592
H -1.34 2.93 -2.42  0.2594
H -3.06 3.41 -2.33  0.4709
H -2.98 2.45 -4.39  0.4554
H -3.47 1.04 -3.42  0.2437
H -0.65 1.69 -4.16  0.2324
H -1.73 0.58 -5.09  0.4657
H 0.00 -0.49 -3.48  0.2692
H -1.67 -0.96 -3.16  -0.2815

Calculated values
- HOMO-LUMO gap (alpha / beta): 0.1526 / 0.1045 Eh
- HOMO energy (alpha / beta): -0.443 / -0.418 Eh
- Total charge: +2
- Lowest unoccupied orbital energy (alpha / beta): -7.893 / -8.530 eV

=====

Values for DFT total energy, eV, ordered as above
-76195.1287, -180416.8482, -60386.0158